Entry 1:
# C37H46BrCsN8O4S2

A molecular structure, C37H46BrCsN8O4S2 in a non-equilibrium geometry (ωB97M-V with the def2-TZVPD basis set, the Open Molecules 2025 dataset).

```
99
Properties=species:S:1:pos:R:3:forces:R:3
Cs 1.2355 -1.3616 -0.7000 0.1 1.2 0.1
C 5.2599 -5.8024 1.4363 0.0 0.0 0.1
S 3.4681 -5.9722 1.4218 0.0 -0.1 -0.1
C 2.9651 -4.6133 0.3271 0.1 0.1 0.3
S 3.8702 -3.1340 0.3768 0.0 -0.3 -0.2
N 1.8727 -4.9475 -0.2710 0.0 -0.1 -0.1
N 1.3227 -4.0537 -1.1637 0.0 -0.6 0.1
C 0.0466 -4.3106 -1.3945 0.0 -0.2 -0.1
C -0.7415 -3.6641 -2.3756 0.0 -0.1 0.1
C -2.1004 -4.0705 -2.5628 0.0 0.0 0.1
C -2.8788 -3.4878 -3.5185 -0.1 0.0 0.0
C -2.3243 -2.4716 -4.3314 0.0 0.0 -0.1
C -1.0024 -2.1304 -4.0878 0.0 0.1 0.0
N -0.2115 -2.6644 -3.1722 0.1 -0.1 0.0
H 5.6414 -6.4860 2.1963 0.0 0.0 0.0
H 5.5289 -4.7784 1.6866 0.0 0.0 0.0
H 5.6898 -6.0611 0.4690 0.0 0.0 0.0
H -0.4434 -5.0958 -0.8116 0.0 0.0 -0.1
H -2.4940 -4.8598 -1.9304 0.0 0.0 0.0
H -3.9059 -3.8119 -3.6599 0.0 0.0 0.0
H -2.8972 -1.9641 -5.0950 0.0 0.0 0.0
H -0.5540 -1.3312 -4.6753 0.0 0.0 0.0
C 3.4243 -0.3153 2.8102 0.0 0.1 0.1
O 2.0293 -0.1390 2.6007 -0.1 -0.3 0.1
C 1.2998 0.4223 3.5670 0.0 0.1 -0.2
C 1.7511 0.8600 4.8019 0.1 0.0 0.0
C 0.8554 1.4726 5.6802 0.0 -0.1 -0.1
Br 1.4983 2.0321 7.3806 0.0 0.0 0.0
C -0.4527 1.7142 5.3489 0.0 0.0 -0.1
C -0.9035 1.2932 4.0877 -0.1 0.0 -0.1
C -0.0589 0.5907 3.2408 -0.1 0.1 0.0
O -0.4495 0.0658 2.0445 0.0 -0.1 0.1
C -2.2454 1.6905 3.6258 -0.1 0.0 0.1
N -3.3231 1.7966 4.3669 0.2 -0.1 -0.3
C -4.3023 2.2547 3.4970 0.0 0.0 0.1
C -5.6501 2.5259 3.7317 0.1 0.0 0.0
C -6.4153 2.9779 2.6724 0.0 0.0 0.0
C -5.8597 3.1639 1.3974 0.0 0.0 -0.1
C -4.5253 2.8947 1.1417 -0.1 0.0 0.0
C -3.7664 2.4333 2.2122 -0.1 0.0 -0.1
N -2.4511 2.0381 2.3062 -0.1 0.1 0.4
H 3.6036 -0.8838 3.7272 0.0 0.0 0.0
H 3.9141 0.6612 2.8479 0.0 0.0 0.0
H 3.7743 -0.8992 1.9650 0.0 0.0 0.0
H 2.7880 0.7401 5.0783 0.0 0.0 0.0
H -1.1261 2.2383 6.0093 0.0 0.0 0.0
H -1.4021 -0.0826 2.0525 0.0 0.1 0.0
H -6.0726 2.3837 4.7174 0.0 0.0 0.0
H -7.4647 3.1972 2.8265 0.0 0.0 0.0
H -6.4886 3.5306 0.5954 0.0 0.0 0.0
H -4.0902 3.0466 0.1616 0.0 0.0 0.0
H -1.7095 2.2564 1.6464 0.0 -0.1 0.0
C 5.4208 0.4089 -5.3411 0.0 0.0 0.0
C 5.1879 0.3421 -3.8710 0.0 0.0 0.0
C 6.0229 0.5564 -2.7984 -0.1 0.0 -0.1
C 5.2195 0.3537 -1.6528 -0.1 0.1 0.1
N 3.9875 0.0388 -2.0008 -0.2 -0.1 0.0
N 3.9857 0.0372 -3.3439 0.0 0.0 0.0
C 5.5709 0.4834 -0.2087 0.0 0.0 0.0
H 6.4651 0.6456 -5.5374 0.0 0.0 0.0
H 4.8073 1.1816 -5.8086 0.0 0.0 0.0
H 5.1939 -0.5417 -5.8270 0.0 0.0 0.0
H 7.0627 0.8319 -2.8335 0.1 0.0 0.0
H 3.1352 -0.1916 -3.8289 0.0 0.0 0.0
H 6.5970 0.8332 -0.0895 0.0 0.0 0.0
H 5.4720 -0.4820 0.2894 0.0 0.0 0.0
H 4.8964 1.2010 0.2623 0.0 0.0 0.0
C 0.5725 4.8308 -1.2355 0.1 0.0 0.0
C 0.9928 3.4438 -0.7123 0.0 0.0 -0.1
C -0.2167 2.8625 0.0404 0.0 0.1 0.2
C 1.2935 2.5533 -1.9311 0.1 0.0 0.1
C 2.1821 3.5007 0.2409 0.1 0.1 0.0
H -0.2483 4.7747 -1.9632 0.0 0.0 0.0
H 1.4234 5.3149 -1.7209 0.0 0.0 0.0
H 0.2552 5.4684 -0.4057 0.0 0.0 0.0
H -1.1138 2.8064 -0.5918 -0.1 0.0 -0.1
H -0.4153 3.5208 0.8975 0.0 0.0 0.0
H 0.0166 1.8644 0.4127 0.0 -0.1 0.0
H 0.3905 2.3008 -2.4965 0.0 0.0 -0.1
H 1.8076 1.6371 -1.6286 -0.1 0.1 0.1
H 1.9891 3.0766 -2.5930 0.0 0.0 0.0
H 1.9734 4.3838 0.8949 0.0 -0.1 0.0
O -3.3019 0.7482 -2.6672 0.0 0.0 0.0
C -2.5087 0.1803 -1.7535 0.1 -0.1 0.1
O -1.3291 0.0249 -1.8989 -0.1 0.2 -0.1
C -3.2259 -0.2322 -0.4718 0.1 0.0 0.1
N -4.6867 -0.2171 -0.6614 0.0 0.0 0.0
C -5.0811 -1.6323 -0.7535 0.0 0.0 0.0
C -4.1551 -2.3597 0.2171 0.0 0.0 0.0
C -2.8182 -1.6595 -0.0323 0.0 0.0 -0.1
H -2.9422 0.5164 0.2737 0.0 0.0 -0.1
H -4.2048 0.6642 -2.2882 0.0 0.0 0.0
H -5.1281 0.2095 0.1448 0.0 0.0 0.0
H -4.8923 -1.9796 -1.7738 0.0 0.0 0.0
H -6.1454 -1.7430 -0.5420 0.0 0.0 0.0
H -4.0973 -3.4328 0.0394 0.0 0.0 0.0
H -4.5009 -2.1958 1.2424 0.0 0.0 0.0
H -2.2728 -2.1542 -0.8373 0.0 0.0 0.0
H -2.1651 -1.6627 0.8394 0.0 0.0 0.0
```
Forces are in eV/Å.

Output
E_HOMO (spin up / spin down), eV: -0.2 / 0.2
Net charge: -2
Strongest force on any atom, eV Å⁻¹: 1.184
Energy above the lowest of the compared OMol25 structures with the same formula, charge and spin, kcal/mol: 39.0



Entry 2:
# C37H46CaClGe2NOPS

A molecular structure, C37H46CaClGe2NOPS in a non-equilibrium geometry (ωB97M-V with the def2-TZVPD basis set, the Open Molecules 2025 dataset).

```
91
Properties=species:S:1:pos:R:3:forces:R:3
Ca 2.0075 10.3555 18.6110 1.0 -0.2 -1.5
Cl 3.9660 11.2215 20.2423 0.5 0.4 0.2
C 5.3583 10.1372 20.4736 -0.5 -0.5 0.4
C 6.1460 10.4014 21.5758 0.0 1.8 0.3
C 7.1807 9.5582 21.8732 0.6 0.1 0.6
C 7.3202 8.3526 21.2144 -0.2 -0.9 -0.5
C 6.5203 8.0658 20.0980 0.1 3.2 1.6
C 5.5280 9.0105 19.6951 1.1 -0.8 -0.1
P 4.6266 8.6675 18.1629 -1.9 1.3 1.8
C 4.0436 7.0119 18.5675 1.0 -1.6 -0.3
C 3.9037 6.5550 19.9111 1.0 2.1 0.7
C 3.4615 5.2931 20.2104 -0.9 -0.3 -0.3
C 2.9136 4.4868 19.1954 -0.3 0.1 -0.3
C 3.0998 4.9081 17.8710 -0.2 -0.6 -0.7
C 3.8000 6.0972 17.5384 -0.6 -1.1 0.2
C 5.8125 8.8730 16.8984 2.8 -0.1 -1.8
C 5.3555 8.8724 15.5597 -1.5 -0.2 1.9
C 6.1676 9.1187 14.5003 0.1 -0.2 -1.2
C 7.5289 9.3448 14.6918 -0.4 -0.3 -1.6
C 8.0205 9.4010 15.9662 0.8 0.2 1.3
C 7.2156 9.1554 17.0862 -1.9 0.8 -0.4
H 6.0623 11.3412 22.1674 -0.2 -0.8 -0.7
H 7.9080 9.9207 22.6022 -0.3 -0.6 0.1
H 8.0191 7.6044 21.5936 0.1 0.4 -0.4
H 6.7938 7.2831 19.4777 0.0 -1.7 -1.0
H 4.2524 7.2504 20.7787 -0.8 -1.5 -1.7
H 3.4657 4.9923 21.2446 -0.2 -0.2 0.1
H 2.2937 3.5877 19.4429 1.0 0.8 -0.3
H 2.6970 4.2885 17.0228 0.6 0.6 1.0
H 4.1602 6.1737 16.4878 -0.6 0.6 0.9
H 4.2715 8.7375 15.4297 0.5 0.0 -0.3
H 5.6847 9.1072 13.5121 0.6 0.1 0.4
H 8.1561 9.4582 13.7868 -0.2 0.2 0.9
H 9.0611 9.7068 16.1268 -0.4 -0.3 0.0
H 7.5344 9.4951 18.0678 0.4 -0.7 -0.1
C -0.8527 17.1362 18.1551 -0.3 -0.3 0.8
C 0.1552 15.9541 17.9066 -0.8 0.8 -1.0
Ge 2.0563 16.4333 17.7496 -0.7 0.4 -1.7
C 3.0756 15.7216 19.2457 0.8 0.6 0.1
C 2.9796 16.5572 20.5443 -0.9 1.7 -1.2
C 2.2973 18.3384 17.1404 -0.3 -0.3 -0.1
C 2.8144 18.3762 15.8763 -0.2 -3.3 2.0
Ge 2.8965 16.2783 15.4394 0.9 0.5 1.3
C 1.7449 15.8151 13.9078 -0.6 0.5 1.0
C 2.0520 16.6823 12.6880 -0.1 -0.6 -0.8
C 4.7549 15.4166 15.6477 -0.6 0.9 -1.1
C 4.6367 13.9754 16.1022 -0.4 -0.7 -0.8
C 3.6217 19.3110 15.1466 -0.3 2.8 -0.5
C 4.9795 19.1343 15.1552 0.9 -0.6 -0.6
C 5.8554 19.8856 14.3716 -1.2 0.8 -0.3
C 5.3180 21.0146 13.7462 -0.4 0.0 0.4
C 3.9298 21.3474 13.8662 1.8 0.7 -1.4
C 3.1162 20.4877 14.5128 -1.5 -1.9 1.4
H -1.2407 17.0516 19.1847 -0.1 0.0 -0.4
H -1.7214 17.1419 17.4566 0.6 -0.2 0.5
H -0.4427 18.1574 18.1308 0.3 -0.5 -0.3
H -0.0783 15.6149 16.8753 0.2 -0.3 0.7
H 0.0542 15.1045 18.5956 -0.3 0.3 -0.1
H 4.1194 15.6870 18.8716 -0.3 0.2 0.4
H 2.8278 14.6737 19.3819 -0.4 -0.2 0.1
H 1.9571 16.7641 20.9375 0.4 -0.8 -0.4
H 3.2712 17.6281 20.3054 0.4 -1.3 0.4
H 3.5579 16.1113 21.3198 0.6 0.0 0.7
H 1.9787 19.1336 17.8269 0.7 0.4 -0.6
H 0.7265 16.0954 14.3481 1.1 -0.5 -0.8
H 1.7625 14.7428 13.7043 -0.1 0.4 0.0
H 1.1175 16.7238 12.0989 0.5 0.4 0.0
H 2.8336 16.2395 12.0155 -0.6 0.3 0.7
H 2.3799 17.6824 12.9791 -0.2 0.0 -0.2
H 5.2954 16.0535 16.3273 0.2 0.2 0.5
H 5.2749 15.5392 14.7004 0.1 -0.3 -0.2
H 4.7864 13.8718 17.1579 -0.1 0.0 0.8
H 5.3317 13.2498 15.6388 -0.1 0.6 0.0
H 3.6331 13.6118 15.8296 0.4 -0.1 0.4
H 5.3890 18.3365 15.7332 0.2 -0.7 0.2
H 6.8716 19.5327 14.2107 -0.1 0.5 0.3
H 5.9864 21.6776 13.2246 0.0 0.1 -0.4
H 3.5392 22.2319 13.3197 0.3 -0.6 0.7
H 2.0362 20.6145 14.6641 0.4 0.4 -0.5
S 2.1621 12.3205 14.0456 0.2 -0.3 -0.5
C 2.1777 11.5097 15.4058 -0.7 -0.7 1.8
N 2.0871 10.9528 16.4694 0.2 0.6 -1.1
C -0.3354 8.6939 18.5328 -0.4 -1.2 0.4
C -0.7269 9.4574 19.8397 0.2 0.5 -1.2
O 0.5908 9.8928 20.2846 -0.4 1.1 1.6
H -1.2299 8.1454 18.1771 0.6 0.2 0.0
H 0.5019 7.9174 18.6927 -1.3 1.0 0.1
H -0.0208 9.3198 17.6790 -0.4 0.2 0.3
H -1.1731 8.8184 20.6118 0.1 0.1 -0.4
H -1.4246 10.3541 19.6325 1.2 -1.4 0.3
H 0.5890 10.3874 21.1360 -0.3 -0.6 -0.7
```
Forces are in eV/Å.

Output
E_HOMO, eV: -9.2
Net charge: +1
Strongest force on any atom, eV Å⁻¹: 3.819



Entry 3:
# C37H46N9ReS4SbSi4Te

A molecular structure, C37H46N9ReS4SbSi4Te in a non-equilibrium geometry (ωB97M-V with the def2-TZVPD basis set, the Open Molecules 2025 dataset).

```
103
Properties=species:S:1:pos:R:3:forces:R:3
Re 0.5228 -1.9209 0.3775 0.6 0.2 -0.6
C -0.9751 -5.8144 1.7321 -0.1 0.0 0.0
C -0.9876 -4.4763 1.3777 0.1 0.0 0.0
N -0.0331 -3.9683 0.5875 -0.1 -0.1 0.1
C 0.9162 -4.8324 0.1487 0.0 0.0 -0.1
C 0.9114 -6.1602 0.5489 -0.1 0.0 0.1
N -0.0259 -6.6593 1.3385 0.0 0.0 0.0
C 1.8043 -4.2644 -0.8543 0.0 0.0 0.0
C 2.6307 -4.9495 -1.7063 -0.1 0.1 0.1
C 3.1527 -4.3025 -2.8463 -0.1 0.0 0.1
C 2.6770 -3.0449 -3.1467 -0.1 0.1 0.1
C 1.8140 -2.3918 -2.2555 0.1 0.0 0.0
N 1.5525 -2.9338 -1.0338 0.1 -0.2 0.1
C 0.9994 -1.2532 -2.4922 0.1 0.0 -0.1
C 1.0968 -0.4169 -3.6240 -0.1 0.0 0.1
N 0.3267 0.6192 -3.8213 0.0 0.0 0.1
C -0.6225 0.8303 -2.8657 0.1 0.1 -0.1
C -0.7402 0.0592 -1.7504 -0.1 0.0 0.1
N 0.0855 -0.9936 -1.4978 0.0 0.0 0.0
C 4.0761 -5.0009 -3.7622 0.0 0.0 0.0
C 5.1072 -4.3167 -4.3966 0.0 0.0 0.0
C 5.9432 -5.0078 -5.2584 0.0 0.1 0.0
N 5.8230 -6.3034 -5.5248 0.0 0.0 0.0
C 4.8383 -6.9539 -4.9148 -0.1 -0.1 0.0
C 3.9497 -6.3592 -4.0339 0.0 0.0 0.0
H -1.7608 -6.2016 2.3677 0.0 0.0 0.0
H -1.7635 -3.8016 1.7215 0.0 0.0 0.0
H 1.6929 -6.8312 0.2194 0.0 0.0 0.0
H 2.8506 -5.9919 -1.5289 0.0 0.0 0.0
H 2.9182 -2.5929 -4.0982 0.0 0.0 0.0
H 1.8599 -0.6212 -4.3662 0.0 0.0 0.0
H -1.2973 1.6604 -3.0195 0.1 0.0 0.0
H -1.4971 0.2807 -1.0082 0.1 0.0 0.0
H 5.2774 -3.2660 -4.2060 0.0 0.0 0.0
H 6.7554 -4.4903 -5.7546 0.0 0.0 0.0
H 4.7475 -8.0090 -5.1442 0.0 0.0 0.0
H 3.1572 -6.9489 -3.5940 0.0 0.0 0.0
S -0.6199 -0.4311 3.9763 -0.1 0.1 0.0
Sb 0.4393 -2.7643 4.2708 0.0 -0.1 0.0
S -3.3609 -2.0698 1.9551 0.1 0.1 0.0
S 1.8737 -2.4266 2.2236 0.0 -0.1 -0.1
S 1.8287 -2.2653 5.9456 0.0 0.0 0.0
N 6.3658 6.2306 -3.5856 0.0 0.1 -0.1
C 5.7826 5.4653 -2.9596 0.0 0.0 0.0
C 5.0543 4.5066 -2.1773 0.0 0.0 0.0
C 5.5324 4.1278 -0.9252 0.0 0.0 0.0
C 4.8358 3.1981 -0.1759 0.0 0.0 0.0
C 3.6557 2.6654 -0.6776 0.0 0.1 0.0
C 3.1637 3.0478 -1.9207 0.1 0.0 0.1
C 3.8725 3.9634 -2.6762 0.0 0.0 0.0
N 2.9339 1.7206 0.0901 0.0 0.0 0.0
C 2.7164 1.7324 1.4508 0.0 0.0 0.1
C 1.9321 0.6616 1.7208 0.0 0.0 0.0
N 1.6563 -0.0106 0.5436 0.0 0.1 0.0
C 2.2788 0.6538 -0.4055 -0.1 0.0 -0.1
H 6.4529 4.5512 -0.5496 0.0 0.0 0.0
H 5.2142 2.8721 0.7828 0.0 0.0 0.0
H 2.2251 2.6516 -2.2838 0.0 0.0 0.0
H 3.5038 4.2710 -3.6442 0.0 0.0 0.0
H 3.1100 2.5031 2.0862 0.0 0.0 0.0
H 1.5552 0.3130 2.6655 0.0 0.0 0.0
H 2.3117 0.4012 -1.4482 0.0 0.0 -0.1
C -4.7539 3.2729 3.8960 0.0 -0.1 0.1
Si -4.2568 1.4545 3.7972 -0.1 0.0 -0.2
C -5.7628 0.3820 3.4888 0.1 0.0 0.1
C -3.4787 1.0071 5.4312 0.0 0.0 -0.1
Si -2.9157 1.4567 1.8227 0.2 0.0 -0.1
Te -1.4814 -0.7566 1.7959 -0.8 0.2 0.6
Si -1.4435 3.3011 1.7042 0.0 0.0 0.1
C -2.4580 4.8649 1.4481 0.1 -0.1 0.0
C -0.2692 3.1616 0.2371 0.0 0.0 0.1
C -0.4706 3.4250 3.3057 0.0 0.0 -0.1
Si -4.3936 1.4969 -0.0357 0.0 0.1 0.0
C -3.5163 2.0780 -1.6047 -0.2 -0.1 0.0
C -5.2854 -0.1027 -0.4008 0.0 0.1 0.0
C -5.6615 2.8218 0.4013 0.1 -0.1 -0.1
H -5.4855 3.3924 4.6974 -0.1 0.0 0.1
H -5.2007 3.6570 2.9822 0.0 0.0 -0.1
H -3.8944 3.8951 4.1461 0.1 0.0 0.0
H -6.3572 0.3164 4.4021 0.0 0.0 0.1
H -5.4485 -0.6242 3.2092 0.0 0.0 0.0
H -6.4041 0.7740 2.7007 0.0 0.0 -0.1
H -4.1967 1.2948 6.2042 0.0 0.0 0.0
H -2.5437 1.5314 5.6164 0.1 0.0 0.0
H -3.2847 -0.0596 5.5118 0.0 -0.1 0.0
H -2.9912 4.8404 0.4978 0.0 0.0 -0.1
H -1.7980 5.7343 1.4320 0.1 0.0 0.0
H -3.1865 5.0169 2.2422 0.0 0.0 0.0
H -0.7365 3.5331 -0.6752 0.0 0.0 -0.1
H 0.0711 2.1446 0.0524 0.0 -0.1 0.0
H 0.6108 3.7781 0.4352 0.0 0.0 0.0
H -1.0942 3.8324 4.1019 -0.1 0.0 0.1
H 0.3867 4.0897 3.1833 0.0 0.1 0.0
H -0.1039 2.4527 3.6381 0.0 0.0 0.0
H -3.1653 1.2278 -2.1921 -0.1 0.0 0.1
H -2.6750 2.7415 -1.4132 0.0 0.0 0.0
H -4.2310 2.6231 -2.2246 0.0 0.0 0.0
H -4.5971 -0.8843 -0.7170 0.0 -0.1 0.0
H -6.0061 0.0830 -1.2008 0.0 0.0 -0.1
H -5.8180 -0.4800 0.4706 0.0 0.0 0.0
H -5.1983 3.7863 0.6026 0.0 0.1 0.0
H -6.2683 2.5504 1.2624 0.0 0.0 0.1
H -6.3338 2.9503 -0.4492 0.0 0.0 -0.1
```
Forces are in eV/Å.

Output
E_HOMO (spin up / spin down), eV: -6.9 / -6.8
Spin multiplicity: 2
Expectation value of S²: 1.052
Strongest force on any atom, eV Å⁻¹: 1.030
Energy above the lowest of the compared OMol25 structures with the same formula, charge and spin, kcal/mol: 28.0